Record 1
{"formula": "C24H53N6NiO6", "method": "ωB97M-V/def2-TZVPD", "charge": 1, "gap_ha": [0.20870, 0.19979], "spin_multiplicity": 3, "homo_ev": [-7.599, -7.358], "symbols": ["H", "C", "H", "C", "O", "N", "C", "C", "C", "H", "N", "H", "H", "O", "H", "H", "C", "H", "O", "C", "H", "H", "H", "N", "C", "C", "C", "H", "H", "Ni", "C", "N", "C", "C", "N", "H", "H", "H", "C", "C", "H", "H", "H", "H", "H", "H", "H", "H", "H", "H", "H", "C", "C", "H", "O", "N", "C", "H", "C", "H", "H", "H", "C", "H", "H", "O", "H", "H", "C", "C", "H", "H", "H", "H", "H", "H", "H", "O", "H", "H", "H", "H", "H", "H", "C", "H", "H", "H", "C", "H"], "positions_angstrom": [[-2.9140, 1.0102, -2.3583], [2.4164, -3.0813, 2.9471], [-3.2684, -1.0375, 5.0844], [0.0375, -0.6734, 4.5211], [0.9450, -0.4382, -1.4027], [3.0921, -1.8438, 2.5956], [2.5339, -2.0584, -4.1538], [-4.9689, -0.3702, -2.4754], [1.4844, 3.2004, -0.7731], [-1.4302, 2.3971, -1.4476], [-0.1044, -4.2823, -0.8614], [1.6117, -3.4790, 0.0041], [4.9006, -0.8206, 2.9826], [1.5448, -0.9598, 1.1784], [4.1052, -1.4687, 4.4155], [-3.0035, -0.0738, 3.2119], [-0.7993, 3.8329, 0.0785], [3.0282, -3.9844, 2.9262], [0.2338, 1.7432, 0.5694], [-0.4679, 5.3299, -0.0717], [-1.3702, 5.7991, -0.4749], [2.6265, 1.4180, -0.5745], [-2.0794, 2.8086, 1.5282], [-1.3699, -0.5418, 4.2813], [-0.8860, -3.2598, -0.4706], [2.8016, 2.4853, -0.3992], [-1.6218, 3.7946, 1.3815], [1.6189, -5.2716, -0.1694], [1.8639, -4.1389, -1.5501], [-0.2087, -0.2877, 0.3278], [-0.5991, -5.2177, -1.8565], [1.4616, -1.4460, -3.3757], [-4.2533, -1.2543, -0.2564], [0.6947, 5.6579, -1.0224], [0.4204, 3.0671, 0.1830], [-0.6300, -1.2463, -3.2137], [-2.7572, 3.2969, -0.7637], [3.4508, -0.2344, 1.4470], [-1.9184, -0.2094, 3.1070], [2.6612, -0.9633, 1.6777], [3.6699, 2.7416, -1.0063], [0.2822, -0.2335, 5.4897], [-4.2323, -2.2887, -0.6116], [-2.2311, -0.2055, 6.2110], [-1.6833, -5.2021, -1.9566], [2.8017, -0.4879, -2.1758], [-4.8042, 0.4713, -3.1453], [1.0755, 6.5942, -0.6065], [-0.2933, -6.2069, -1.5113], [0.3140, -1.7256, 4.6215], [-0.2088, -5.0644, -2.8646], [-1.7141, 3.3845, -1.0770], [1.7432, -0.7747, -2.2651], [2.3816, -1.8929, -5.2171], [-1.8560, 0.0589, -0.8541], [-4.0214, -0.3720, -1.3761], [-2.8328, 0.2732, -1.5503], [-5.1451, -1.0014, 0.3119], [1.3231, -4.3259, -0.6182], [-1.0329, 4.0225, 2.2668], [-0.0849, -1.6199, -4.8292], [0.5034, 5.7520, -2.0892], [4.3113, -1.6554, 3.3578], [-2.5128, 4.4114, 1.2484], [0.5736, -0.1903, 3.7066], [-0.5130, -2.3174, 0.2128], [1.5383, -3.3359, 2.3547], [-3.3878, -1.1729, 0.4039], [1.8870, 4.6861, -0.7963], [0.1256, -1.7956, -3.7729], [2.6048, -3.1077, -3.8605], [2.7160, 4.9024, -1.4716], [2.2999, 4.8598, 0.2034], [2.0498, -2.9843, 3.9717], [0.7659, 1.7856, -2.3286], [-1.6603, 4.0325, -1.9546], [4.9211, -2.5600, 3.3758], [-1.2983, -0.0704, 2.0649], [-0.2825, 5.8277, 0.8793], [3.0652, 2.6744, 0.6421], [0.3615, 3.4171, -2.7046], [-4.9161, -1.3269, -3.0009], [-0.0475, -2.8669, -3.6303], [-5.9968, -0.2639, -2.1230], [-2.2304, -0.9340, 5.3998], [3.4866, -1.6079, -3.8750], [-1.9170, -1.9120, 5.7652], [1.9895, 3.0086, -2.9202], [1.1484, 2.8060, -2.2531], [-1.9190, -3.4053, -0.8183]]}

---

Record 2
{"formula": "C3H6O2", "method": "ωB97M-V/def2-TZVPD", "charge": 0, "gap_ha": 0.39513, "homo_ev": -9.775, "smiles": "C1COCO1", "symbols": ["O", "H", "C", "C", "H", "O", "H", "C", "H", "H", "H"], "positions_angstrom": [[0.6340, 1.1531, 0.0378], [-0.9032, 0.8443, -1.4045], [-0.8369, -0.7520, 0.1305], [1.5202, -0.0980, -0.0015], [-1.4397, -1.2004, -0.5782], [0.4199, -1.0543, -0.2206], [-1.5483, 1.3182, 0.6483], [-0.8659, 0.8022, -0.1949], [1.7771, -0.2276, 1.1003], [-1.0467, -0.6983, 1.2624], [2.2894, -0.0872, -0.7797]]}

---

Record 3
{"formula": "C9H14", "method": "ωB97M-V/def2-TZVPD", "charge": 1, "gap_ha": [0.36801, 0.23667], "spin_multiplicity": 2, "homo_ev": [-14.650, -14.653], "symbols": ["H", "C", "H", "H", "C", "C", "H", "H", "C", "H", "C", "C", "H", "H", "C", "H", "C", "H", "H", "H", "H", "H", "C"], "positions_angstrom": [[-0.9939, -3.2386, -1.0113], [-0.1090, 3.9773, -0.4353], [-1.3774, -4.7832, -0.2301], [0.7899, 4.5737, -0.3121], [1.5364, -0.0946, -0.0185], [-0.3894, 1.4434, 0.2472], [-1.1318, -3.7977, 1.9865], [1.9287, -1.0690, 0.2286], [2.2516, 0.9463, -0.5337], [-0.7895, 4.1515, 0.3999], [-0.9671, -3.1565, 1.1289], [0.2995, 2.5164, -0.2711], [3.2989, 0.8603, -0.7622], [-0.5330, -0.6662, 0.3664], [-1.5260, -3.7027, -0.2016], [-1.4591, -2.2051, 1.3438], [0.1562, 0.1699, 0.2351], [-1.3669, 1.5308, 0.7123], [-2.6124, -3.6241, -0.2665], [2.0138, 2.9033, -1.5019], [0.1173, -3.1377, 1.0118], [-0.7169, 4.2195, -1.2991], [1.5799, 2.1828, -0.8172]]}

---

Record 4
{"formula": "C4H6N2OS", "method": "ωB97M-V/def2-TZVPD", "charge": 0, "gap_ha": 0.29907, "homo_ev": -7.324, "smiles": "Nc1cc(S)c(N)o1", "symbols": ["H", "H", "C", "C", "H", "H", "O", "S", "C", "N", "H", "N", "H", "C"], "positions_angstrom": [[-3.1135, 1.3307, -1.1831], [1.4686, -2.0887, -1.0005], [0.6140, 0.1272, 0.3323], [-0.3966, 1.1289, 0.5718], [-2.9350, 2.0427, 0.3450], [2.1706, -0.5452, 1.9795], [-1.2663, -0.4587, -0.7382], [2.2980, 0.0987, 0.8189], [0.0180, -0.8037, -0.4820], [0.4539, -2.0031, -1.0150], [0.0858, -2.1670, -1.9468], [-2.8105, 1.1965, -0.2017], [-0.2467, 2.0493, 1.1182], [-1.4973, 0.7335, -0.0877]]}

---

Record 5
{"formula": "C56H46BiFN12S2", "method": "ωB97M-V/def2-TZVPD", "charge": -2, "gap_ha": [0.10294, 0.11428], "homo_ev": [-0.278, -0.586], "symbols": ["S", "H", "H", "C", "C", "C", "N", "H", "C", "C", "C", "C", "H", "H", "N", "C", "C", "C", "H", "H", "H", "H", "C", "C", "H", "C", "H", "N", "N", "H", "C", "C", "H", "H", "H", "C", "C", "C", "C", "C", "C", "C", "H", "C", "C", "C", "C", "H", "N", "C", "C", "H", "N", "H", "S", "C", "H", "H", "N", "C", "N", "N", "C", "H", "H", "H", "C", "H", "C", "C", "H", "C", "H", "C", "H", "C", "C", "C", "H", "C", "C", "H", "H", "C", "N", "C", "C", "C", "H", "Bi", "C", "C", "N", "C", "H", "C", "H", "H", "H", "H", "C", "H", "C", "N", "H", "C", "H", "H", "H", "C", "F", "C", "C", "H", "H", "H", "H", "C"], "positions_angstrom": [[5.6284, -8.4832, -0.2592], [-5.9769, -0.9584, 0.9393], [-2.7365, 2.9795, 1.4347], [5.1426, 0.7268, 5.5508], [-2.9442, -3.8734, -4.3537], [-4.0957, -0.4551, 4.4770], [-1.8073, 2.2514, -0.4200], [4.0799, -0.0991, 7.2635], [-2.6782, 0.1954, 2.6629], [-3.6848, 0.1669, -1.3223], [-6.9057, 1.6481, 0.2359], [-1.4349, 4.6872, -0.3796], [-1.3852, -4.7040, -5.5228], [-6.8126, 2.6498, -0.1827], [4.9674, -3.3341, 1.2762], [-6.0715, 0.6583, -0.5796], [3.5036, 1.1992, 2.1336], [4.0258, 0.1807, 6.2086], [-4.5959, -5.2462, -3.7067], [5.9627, 1.3746, 3.6484], [-4.9963, -0.3756, 5.0794], [8.2507, -7.9911, -0.4865], [-4.1003, 1.8178, 0.4695], [-1.7335, -0.7573, 3.0303], [4.0601, -6.5632, 1.2185], [2.8364, 0.2172, 4.1311], [3.2969, -4.3717, 1.9630], [7.8545, -7.0644, -0.2823], [-0.7182, 0.8316, 1.6802], [6.5238, -2.4325, 0.3537], [-3.8538, 0.3346, 3.3695], [-2.2448, 0.1732, -1.4611], [-4.2143, -0.6403, -1.8975], [-1.2872, -2.5073, 4.1797], [-4.6605, 1.0276, 3.0778], [4.3212, 4.3063, -1.1600], [5.9530, -5.8221, 0.3547], [-2.5049, 6.6218, 0.5548], [-3.2107, -1.4822, 4.7329], [-1.9848, -1.6686, 4.0023], [4.1183, 2.6569, 0.3404], [4.9347, 5.3599, -1.8390], [-2.7843, -5.7668, -5.4543], [0.1818, -1.9092, -3.2038], [6.5275, -7.1113, -0.0641], [-1.9743, -2.9943, -3.5454], [6.6148, -4.6009, 0.1119], [-7.6439, 0.9392, -2.0727], [2.0001, 4.7822, -1.4227], [-0.4044, -0.4552, 2.3111], [-2.7218, 2.0344, 0.8405], [-1.7148, -5.7310, -4.0026], [0.0838, 3.2741, -1.4032], [-3.5029, -2.0417, -2.3647], [0.3250, -1.5264, 0.9414], [5.1023, 1.0506, 4.1912], [-3.4069, 7.0650, 0.9550], [6.1287, 0.7742, 6.0892], [-1.3583, 1.0721, -1.1091], [7.1118, 4.6358, -1.0136], [4.3225, 1.9190, 1.4034], [2.8622, 2.8489, -0.1363], [2.9473, 3.9311, -0.9805], [-3.5097, 4.6886, 0.1701], [6.8059, 6.2656, -2.2919], [-6.5996, 1.7130, 1.2698], [-4.5445, 0.8874, -0.4617], [-4.8062, -3.5362, -3.1571], [4.2358, -4.4542, 1.3900], [-1.3766, 7.3859, 0.2891], [-7.4516, -0.9341, -0.0590], [-6.5341, 0.8545, -2.0530], [-2.7482, -2.8356, -6.2504], [-2.0046, 0.9882, 1.6234], [-6.1766, 0.0997, -2.8376], [-0.2131, 6.7684, -0.2048], [6.3388, 5.5123, -1.7219], [-4.0421, -4.3083, -3.3385], [-7.9863, 1.3777, 0.1380], [-6.3635, -0.7779, -0.0826], [6.0295, -3.3921, 0.5394], [-4.8752, 2.4323, 0.9476], [4.3741, 5.9496, -2.5541], [-0.5752, -2.9514, -3.7745], [0.5589, -0.3901, 3.3176], [-2.4818, -2.0269, -2.6908], [-2.1342, -5.0983, -4.8333], [-0.2850, 5.4656, -0.6195], [-4.2377, -3.8417, -6.0688], [1.0253, 0.7133, -0.2753], [2.9001, -0.0747, 5.4555], [4.6906, -5.7159, 1.0211], [-0.3081, -0.9902, -2.3945], [0.7055, 4.4830, -1.2662], [-3.2817, -2.1025, 5.6225], [-1.6600, -0.9722, -2.1958], [0.6781, 7.4006, -0.3993], [8.3242, -6.3806, 0.3247], [-3.4916, -4.5087, -2.3687], [-4.1275, -2.2661, -5.2495], [-1.1064, 3.3522, -0.7998], [1.2444, -1.8103, -3.3713], [5.1392, 3.4952, -0.3428], [2.2770, 0.7221, 1.8975], [-5.8399, -1.5539, -0.7149], [1.7413, 0.0856, 3.0884], [7.5185, -4.5291, -0.4765], [7.0382, 2.7204, 0.1553], [-6.0543, 1.8316, -2.3721], [6.5088, 3.5438, -0.3016], [2.4912, -0.5259, -1.5135], [-3.5445, -3.1595, -5.5825], [-2.5572, 5.2398, 0.1612], [-0.0374, -3.6883, -4.3915], [-1.3602, 8.4166, 0.6080], [8.1722, 4.7982, -0.9734], [2.0744, -0.6298, 5.8563], [3.9244, 0.8385, 3.5268]]}

---

Record 6
{"formula": "C2H8OS2", "method": "ωB97M-V/def2-TZVPD", "charge": 0, "gap_ha": 0.30810, "homo_ev": -8.576, "smiles": "CCO.SS", "symbols": ["O", "H", "H", "H", "C", "H", "H", "H", "C", "S", "H", "H", "S"], "positions_angstrom": [[-1.6780, 1.2696, 0.4602], [-1.7342, 2.1926, 0.2154], [2.0556, 1.1937, 0.6634], [-2.9148, 0.8528, -1.0931], [-2.6397, 0.3773, -0.1299], [-2.0137, -0.4345, -0.4988], [-3.6594, -0.0923, 1.7781], [-4.5228, 0.8495, 0.5896], [-3.8550, -0.0067, 0.7025], [2.6780, -1.3741, -0.3445], [3.0362, -0.8205, 0.8464], [-4.1745, -1.0233, 0.4385], [1.4293, 0.4794, -0.2873]]}

---

Record 7
{"formula": "C4H5NO", "method": "ωB97M-V/def2-TZVPD", "charge": 0, "gap_ha": 0.34676, "homo_ev": -9.334, "symbols": ["H", "H", "H", "H", "N", "C", "H", "C", "C", "C", "O"], "positions_angstrom": [[-0.5470, -1.1673, -1.6827], [0.5361, -0.1608, -1.9044], [1.5111, -0.5814, 1.6230], [-2.5918, 0.8226, 0.6857], [-2.1593, 0.3997, -0.1363], [-0.9122, 0.2246, -0.0170], [1.8427, 1.0130, 0.9581], [-0.0146, -0.5308, -1.0184], [1.3108, -0.6693, -0.4628], [1.2018, 0.1266, 0.8342], [-0.1626, 0.5098, 1.0825]]}